Here is C45H61AsN6NaS3 as an isolated structure from the Open Molecules 2025 dataset. Energies are from ωB97M-V/def2-TZVPD.

Structure (XYZ):
```
117
Properties=species:S:1:pos:R:3:mulliken_charge:R:1
Na -0.28574 -0.15430 0.62185 1.185
C -2.76143 3.40984 -0.25316 -1.849
C -2.94087 2.26472 0.71848 0.731
C -3.54854 1.07059 0.30859 1.876
C -4.28445 0.97032 -1.00495 -2.357
C -3.53933 -0.03924 1.16014 0.941
C -4.06780 -1.37844 0.69730 -2.259
C -3.03593 0.08137 2.46040 1.985
C -3.03194 -1.11934 3.37536 -2.474
C -2.60048 1.32400 2.92898 0.917
C -2.23200 1.49145 4.38347 -2.228
C -2.51102 2.40551 2.04676 1.095
C -2.03138 3.73714 2.57854 -2.279
H -3.51662 4.18680 -0.10991 0.398
H -2.81404 3.07224 -1.28475 -0.152
H -1.77820 3.86404 -0.12857 0.231
H -3.81808 0.24227 -1.66786 0.208
H -4.33989 1.91818 -1.53156 0.480
H -5.31068 0.64697 -0.82287 0.519
H -4.74336 -1.81342 1.43434 0.425
H -3.23755 -2.07662 0.55093 0.141
H -4.60364 -1.30755 -0.24338 0.497
H -3.98143 -1.21325 3.91044 0.390
H -2.23262 -1.04945 4.11226 0.426
H -2.87918 -2.03564 2.80878 0.315
H -2.85370 0.86267 5.01852 0.567
H -2.36200 2.51939 4.71113 0.447
H -1.18582 1.21866 4.56034 0.075
H -2.79344 4.17055 3.23154 0.482
H -1.84239 4.45825 1.79035 0.409
H -1.11469 3.62678 3.15866 0.320
N 1.03041 -2.05906 -1.19706 0.360
C 2.44987 -1.98942 -1.55468 -0.846
C 3.14409 -0.78986 -0.87916 -0.626
N 2.42287 -0.33681 0.31526 0.013
H 0.59179 -2.79736 -1.73940 0.273
H 0.57731 -1.19103 -1.47088 -0.780
H 2.60987 -1.90900 -2.63585 0.456
H 2.92917 -2.91668 -1.22897 0.464
H 3.18217 0.05259 -1.57435 0.208
H 4.18166 -1.07445 -0.66900 0.486
H 2.89278 0.46364 0.72291 0.146
H 2.43346 -1.06867 1.01822 -0.023
N -0.76732 0.41985 -1.57956 0.497
S -1.33131 -0.18682 -2.91815 -0.134
C -2.23423 1.06331 -3.86997 0.609
C -3.41249 0.70101 -4.50223 -0.065
C -4.09720 1.64773 -5.25010 -0.733
C -3.60162 2.93925 -5.35631 -0.540
C -2.42396 3.29189 -4.71084 -0.644
C -1.73126 2.34904 -3.96715 -0.681
C -0.00227 -0.35089 -4.15622 0.871
C 1.27601 0.07151 -3.85031 -0.267
C 2.26516 -0.00607 -4.82239 -0.543
C 1.96112 -0.49775 -6.08277 -0.686
C 0.67736 -0.94509 -6.36861 -0.699
C -0.31087 -0.88205 -5.40039 -0.703
H -0.39094 1.35992 -1.70042 -0.701
H -3.79743 -0.30739 -4.40495 0.493
H -5.02190 1.37860 -5.74304 0.433
H -4.13394 3.67336 -5.94669 0.414
H -2.03369 4.29814 -4.78742 0.471
H -0.79816 2.62346 -3.48865 0.432
H 1.48701 0.46594 -2.86385 0.265
H 3.26885 0.32744 -4.59421 0.484
H 2.72807 -0.53247 -6.84538 0.420
H 0.44931 -1.33440 -7.35204 0.411
H -1.31063 -1.23888 -5.61840 0.435
S 1.26816 3.39798 -1.61798 -0.166
C 2.89525 3.62343 -1.61450 0.105
N 3.63669 3.85931 -0.52405 -0.144
C 5.08254 3.82761 -0.66183 -0.697
C 5.36738 4.17703 -2.11673 -0.569
S 3.90966 3.58234 -3.04387 -0.069
H 3.19153 3.83940 0.38272 0.086
H 5.46715 2.83144 -0.42089 0.301
H 5.54044 4.54945 0.01309 0.361
H 6.25909 3.68881 -2.49913 0.413
H 5.44939 5.25080 -2.27325 0.331
N 1.35810 0.87029 4.79379 0.081
C 0.86131 0.08381 3.80113 -1.545
N 0.68632 0.72311 2.67878 0.617
C 1.09416 2.02373 2.93092 -0.144
C 1.14500 3.13221 2.08614 -0.730
C 1.62370 4.31575 2.61167 -0.790
C 2.03740 4.41514 3.94933 -0.734
C 1.98909 3.32930 4.80132 -1.166
C 1.52125 2.13496 4.26491 0.996
H 1.57570 0.58537 5.73226 0.249
H 0.64134 -0.96345 3.94351 0.394
H 0.79991 3.05355 1.06139 0.774
H 1.66221 5.20190 1.98894 0.562
H 2.39575 5.36624 4.31960 0.438
H 2.29746 3.40680 5.83582 0.465
C -0.55034 -3.66654 3.55564 -1.655
As -0.17947 -2.91102 1.77138 1.122
C -1.26102 -4.23676 0.82971 -1.599
C 1.65580 -3.68582 1.65737 -0.396
C 1.72359 -5.15594 1.40375 -0.194
C 1.60385 -5.65230 0.10533 0.342
C 1.65210 -7.01270 -0.14847 -0.809
C 1.83121 -7.90852 0.89723 -0.482
C 1.95740 -7.43021 2.19183 -0.786
C 1.89911 -6.06649 2.44224 -0.306
H -0.34076 -4.73649 3.52478 0.506
H -1.59071 -3.52582 3.84177 0.456
H 0.08075 -3.20867 4.31885 0.377
H -0.87633 -5.24350 0.98309 0.504
H -1.30613 -4.02717 -0.23825 0.321
H -2.27202 -4.18882 1.23624 0.495
H 2.13563 -3.43959 2.60737 0.616
H 2.16397 -3.14954 0.86038 -0.199
H 1.47800 -4.95284 -0.71458 0.220
H 1.55653 -7.37633 -1.16352 0.425
H 1.87662 -8.97123 0.69954 0.394
H 2.11684 -8.12174 3.00916 0.386
H 2.00846 -5.70527 3.45889 0.410
```

Results
E ... -5672.41314 Eh
M ... 880.14 g mol⁻¹
Charge ... +1